1.
Density functional theory data (ωB97M-V/def2-TZVPD) for C10H14BBrMnN6 as an isolated structure in a non-equilibrium geometry.

Geometry (Å):
1 C -0.272 3.002 -0.569
2 N -0.080 1.726 -1.010
3 N 0.069 1.769 -2.383
4 C -0.016 3.044 -2.772
5 C -0.237 3.852 -1.664
6 B 0.244 0.492 -3.259
7 N 1.398 -0.393 -2.731
8 N 1.477 -0.691 -1.369
9 C 2.580 -1.471 -1.236
10 C 3.201 -1.662 -2.477
11 C 2.421 -0.960 -3.388
12 Mn -0.026 0.170 -0.117
13 N -1.080 -0.323 -3.353
14 N -1.682 -0.828 -2.214
15 C -2.825 -1.397 -2.660
16 C -2.958 -1.265 -4.054
17 C -1.820 -0.580 -4.450
18 H -3.513 -1.883 -1.961
19 H -1.468 -0.247 -5.424
20 H -3.757 -1.620 -4.699
21 H 0.520 0.867 -4.364
22 H 2.507 -0.809 -4.457
23 H 0.086 3.267 -3.824
24 H 4.097 -2.226 -2.690
25 H -0.354 4.927 -1.654
26 H 2.870 -1.838 -0.248
27 H -0.429 3.179 0.491
28 H -0.832 -1.570 -0.281
29 C -0.215 -1.652 0.698
30 H 0.604 -2.384 0.522
31 H 0.405 -0.678 1.292
32 H -0.928 -1.818 1.534
33 Br -1.739 0.851 1.529

Forces on atoms 1 to 2 (eV/Å):
C 0.1 -0.4 -0.7
N -0.2 2.8 -1.7

Its multiplicity is 6. Its total charge is +2. Its HOMO energy (spin up / spin down) is -0.5966 / -0.5961 Eh. The value obtained for the total energy is -121559.40575 eV. The LUMO energy (spin up / spin down) comes out at -8.95 / -11.40 eV.

2.
Density functional theory data (ωB97M-V/def2-TZVPD) for C10H14BCaN7O2 as an isolated structure in a non-equilibrium geometry.

Geometry (Å):
1 H 0.184 -3.673 -1.024
2 N -0.216 -1.567 -0.893
3 B -1.012 0.799 -1.609
4 N -0.855 -0.710 -1.794
5 C -1.131 -1.346 -2.933
6 Ca 0.628 -1.277 1.394
7 H -1.526 -0.810 -3.786
8 C -0.747 -2.660 -2.786
9 H -0.926 -3.425 -3.508
10 C -0.188 -2.773 -1.499
11 H -1.503 1.392 -2.537
12 C 2.148 0.211 2.805
13 H 2.302 -0.542 3.615
14 H 1.144 0.610 3.157
15 H 2.568 1.203 2.372
16 N 0.494 1.237 -1.317
17 N -1.735 0.830 -0.293
18 N 1.288 0.658 -0.379
19 N -1.229 0.260 0.886
20 C 1.168 2.240 -1.927
21 C -2.768 1.636 -0.037
22 H 0.645 2.827 -2.669
23 H -3.135 2.303 -0.808
24 C 2.435 2.313 -1.312
25 C -3.037 1.548 1.306
26 C 2.473 1.310 -0.344
27 C -2.066 0.686 1.843
28 H 3.214 3.018 -1.531
29 H -3.842 2.044 1.808
30 H 3.197 0.997 0.393
31 H -1.988 0.315 2.847
32 H 3.012 -0.206 2.190
33 O 1.398 -3.299 2.578
34 N 0.241 -3.529 3.082
35 O -0.635 -2.621 2.710

Forces on atoms 1 to 2 (eV/Å):
H 0.1 0.3 0.1
N -1.0 -0.6 -1.3

Its HOMO energy is -0.3220 Eh. The value obtained for the total energy is -44236.49788 eV. The LUMO energy comes out at -0.02 eV. The energy relative to the best compared isomer or geometry (same formula, charge and spin) is 3.1198 eV.

3.
Density functional theory data (ωB97M-V/def2-TZVPD) for C10H14BClN6O4Tc as an isolated structure in a non-equilibrium geometry.

Geometry (Å):
1 H -1.410 -2.566 -1.967
2 N -0.580 -0.656 -1.531
3 B 0.159 1.695 -1.499
4 N -0.435 0.488 -2.249
5 C -0.874 0.309 -3.508
6 Tc 0.278 -0.808 0.862
7 H -0.825 1.118 -4.219
8 C -1.346 -0.999 -3.589
9 H -1.785 -1.484 -4.431
10 C -1.160 -1.576 -2.320
11 H 0.240 2.622 -2.243
12 C 0.965 -1.044 2.846
13 H 0.603 -1.999 3.225
14 H 0.374 -0.204 3.246
15 H 1.914 -0.855 3.366
16 N 1.542 1.228 -0.995
17 N -0.723 1.972 -0.272
18 N 1.691 0.158 -0.103
19 N -0.849 1.042 0.742
20 C 2.749 1.714 -1.270
21 C -1.456 3.047 0.029
22 H 2.827 2.551 -1.945
23 H -1.489 3.873 -0.668
24 C 3.713 0.990 -0.585
25 C -2.075 2.826 1.246
26 C 3.040 0.007 0.128
27 C -1.687 1.556 1.675
28 H 4.774 1.150 -0.585
29 H -2.737 3.489 1.757
30 H 3.391 -0.768 0.789
31 H -1.947 1.000 2.565
32 H 1.681 -1.259 1.590
33 O -1.464 -2.912 2.954
34 Cl -2.175 -3.915 2.104
35 O -1.281 -5.054 1.796
36 O -3.398 -4.404 2.808
37 O -0.244 -2.330 0.256

Forces on atoms 1 to 2 (eV/Å):
H 0.1 0.1 0.0
N -1.5 -2.3 -0.7

Its multiplicity is 4. Its total charge is +2. Its HOMO energy (spin up / spin down) is -0.5948 / -0.5983 Eh. The value obtained for the total energy is -43097.95775 eV. The LUMO energy (spin up / spin down) comes out at -8.10 / -11.17 eV. The energy relative to the best compared isomer or geometry (same formula, charge and spin) is 1.6226 eV.

4.
Density functional theory data (ωB97M-V/def2-TZVPD) for a 2-piece molecular cluster, C10H14BF5NO2P overall in a non-equilibrium geometry.

Geometry (Å):
1 C -1.456 2.269 -1.931
2 P -1.903 0.864 -0.834
3 C -2.977 -0.132 -1.957
4 C -0.381 -0.079 -0.425
5 C 0.855 0.563 -0.198
6 C 1.064 2.065 -0.299
7 O 1.297 2.588 -1.348
8 O 0.962 2.734 0.833
9 C 2.007 -0.153 0.155
10 C 1.932 -1.509 0.288
11 N 0.747 -2.104 0.110
12 C -0.393 -1.460 -0.222
13 C -1.603 -2.346 -0.276
14 C -2.598 -2.034 0.859
15 F -2.730 -3.183 1.636
16 H -2.219 2.329 -2.700
17 H -1.372 3.188 -1.368
18 H -0.526 2.059 -2.449
19 H -3.517 0.599 -2.551
20 H -2.454 -0.821 -2.613
21 H -3.727 -0.657 -1.375
22 H 1.491 2.329 1.569
23 H 2.942 0.357 0.343
24 H 2.784 -2.112 0.557
25 H 0.705 -3.105 0.243
26 H -2.062 -2.339 -1.256
27 H -1.287 -3.372 -0.099
28 H -3.591 -1.788 0.501
29 H -2.200 -1.263 1.515
30 B 4.078 1.316 2.680
31 F 4.309 0.145 1.917
32 F 2.692 1.664 2.416
33 F 4.230 1.049 4.024
34 F 4.901 2.339 2.255

Forces on atoms 1 to 2 (eV/Å):
C 0.5 -0.8 -0.4
P -1.0 0.5 0.9

Its HOMO energy is -0.3459 Eh. The value obtained for the total energy is -39740.16065 eV. The LUMO energy comes out at -1.55 eV.

5.
Density functional theory data (ωB97M-V/def2-TZVPD) for C10H14Cl2IrNO8P2 as an isolated structure in a non-equilibrium geometry.

Geometry (Å):
1 Ir 2.112 0.525 -0.184
2 O 4.396 1.207 0.263
3 P 3.826 1.736 1.725
4 O 4.887 1.901 2.719
5 O 2.652 0.795 1.941
6 O 3.200 3.184 1.320
7 P 2.772 3.683 -0.154
8 O 4.217 3.627 -0.925
9 O 2.278 5.065 -0.135
10 O 1.902 2.591 -0.776
11 H 4.860 1.920 -0.207
12 H 4.373 4.507 -1.284
13 C -1.795 1.756 -0.951
14 C -2.127 0.477 -0.198
15 C -3.600 0.130 -0.357
16 C -1.383 -0.328 2.207
17 O 0.134 0.130 0.458
18 H -2.672 2.350 -1.188
19 H -1.297 1.461 -1.884
20 H -1.067 2.370 -0.418
21 H -4.086 0.314 0.610
22 H -3.679 -0.959 -0.484
23 H -4.110 0.658 -1.152
24 H -2.322 -0.385 2.746
25 H -0.636 -0.216 2.991
26 H -2.303 -0.927 0.818
27 Cl 1.121 -3.720 -2.888
28 C -0.058 -3.434 -1.639
29 C -0.945 -4.404 -1.307
30 C -1.813 -4.182 -0.218
31 C -1.794 -2.981 0.423
32 C -0.984 -1.864 0.102
33 Cl -1.159 -0.414 0.661
34 C 0.027 -2.202 -0.934
35 N 1.012 -1.312 -1.191
36 H -0.961 -5.330 -1.866
37 H -2.500 -4.950 0.107
38 H -2.479 -2.780 1.247

Forces on atoms 1 to 2 (eV/Å):
Ir -0.5 -0.9 -0.8
O 0.1 0.0 0.2

Its multiplicity is 6. Its total charge is -1. Its HOMO energy (spin up / spin down) is -0.1644 / -0.1796 Eh. The value obtained for the total energy is -74917.52356 eV. The LUMO energy (spin up / spin down) comes out at 2.63 / 1.35 eV. The energy relative to the best compared isomer or geometry (same formula, charge and spin) is 17.3725 eV.

6.
Density functional theory data (ωB97M-V/def2-TZVPD) for C10H14Cl2N2O3Sc as an isolated structure.

Geometry (Å):
1 Sc -0.428 0.590 0.113
2 N -1.712 -0.880 1.381
3 C -0.760 -2.000 1.587
4 C 0.242 -2.059 0.427
5 O 1.236 -2.718 0.452
6 O -0.102 -1.226 -0.573
7 H -2.034 -0.517 2.272
8 H -2.523 -1.221 0.875
9 H -1.244 -2.973 1.665
10 H -0.203 -1.831 2.508
11 O 2.691 0.587 -1.826
12 C 1.738 0.745 -1.267
13 C 2.542 0.677 1.974
14 C 1.366 1.419 2.517
15 C 1.243 2.105 3.685
16 C -0.084 2.642 3.729
17 C -0.713 2.262 2.586
18 C -2.090 2.568 2.092
19 N 0.168 1.497 1.803
20 H 3.280 0.528 2.761
21 H 3.052 1.217 1.171
22 H 2.293 -0.325 1.604
23 H 2.010 2.219 4.433
24 H -0.508 3.237 4.522
25 H -2.743 2.863 2.913
26 H -2.584 1.701 1.626
27 H -2.111 3.381 1.362
28 Cl -0.760 3.043 -1.164
29 C -2.221 2.498 -2.024
30 Cl -2.636 0.834 -1.495
31 H -2.015 2.461 -3.086
32 H -3.044 3.150 -1.758

Forces on atoms 1 to 2 (eV/Å):
Sc -0.4 -0.2 -0.1
N 0.1 0.1 -0.1

Its total charge is +1. Its HOMO energy is -0.3982 Eh. The value obtained for the total energy is -65461.70186 eV. The LUMO energy comes out at -3.97 eV. The energy relative to the best compared isomer or geometry (same formula, charge and spin) is 0.0000 eV.